Record 1
DFT (wB97M-V/def2-TZVPD) results for CH5NO2S in the gas phase in a non-equilibrium geometry.

Geometry as XYZ:
```
10
CH5NO2S | the Open Molecules 2025 dataset | wB97M-V/def2-TZVPD
S -1.439 0.110 -0.369
O -1.537 -1.531 -0.046
O -1.577 0.947 0.845
N 1.040 0.601 0.549
C 0.417 0.147 -0.631
H -1.311 -1.756 0.858
H 2.003 0.038 0.586
H 0.658 -0.866 -0.896
H 1.108 1.657 0.627
H 0.638 0.653 -1.523
```

Output
net charge = 0
orbital gap = 9.98 eV
calculated total energy = -17536.8262 eV
energy above the lowest of the compared OMol25 structures with the same formula, charge and spin = 48.8 kcal/mol


Record 2
DFT (wB97M-V/def2-TZVPD) results for 2 unconnected molecules or ions with the total composition C32H47BN in a non-equilibrium geometry.

Geometry as XYZ:
```
81
C32H47BN | the Open Molecules 2025 dataset | wB97M-V/def2-TZVPD
N 2.080 1.533 -2.047
C -1.402 -5.297 0.677
C -0.644 0.192 4.877
C 0.526 -4.177 1.813
C 3.355 2.751 -3.803
C -2.626 -2.842 0.069
C -3.278 -1.528 -0.284
C -1.261 -0.258 3.538
C 3.202 1.583 -3.056
C 5.428 1.896 -4.727
C -0.471 1.379 1.763
C 5.243 0.716 -4.010
C -0.955 -1.657 1.429
C -0.516 -1.457 2.820
C -2.711 1.606 2.667
C 4.477 2.908 -4.623
C -0.792 -4.123 1.103
C 0.774 1.856 -2.768
C -3.729 1.334 3.741
C -2.990 2.559 1.687
C -3.288 -6.566 -0.431
C -2.287 3.967 -0.279
C 0.529 0.904 -3.927
C 3.786 2.539 -0.467
C -3.232 -4.051 -0.283
C 2.377 2.645 -1.034
C -1.481 0.926 2.633
C -2.059 2.868 0.703
C 0.981 1.012 1.941
C -2.630 -5.292 -0.002
C -1.433 -2.864 0.863
C 4.130 0.560 -3.163
C -0.858 2.163 0.675
B 1.862 0.104 -1.245
H -0.028 1.778 -2.032
H -0.180 2.252 -0.187
H 4.002 -0.355 -2.581
H 2.244 3.610 -1.541
H 1.206 -3.390 1.455
H 0.570 -1.264 2.814
H -3.509 -6.596 -1.505
H 2.739 0.017 -0.401
H -4.234 -6.707 0.107
H 1.160 1.170 -4.782
H -4.476 2.135 3.720
H 0.682 -0.149 -3.673
H 1.251 0.180 1.270
H -2.575 -0.690 -0.423
H 0.821 2.892 -3.128
H -0.895 -6.255 0.844
H 0.374 0.582 4.770
H -0.650 -0.638 5.603
H -0.517 1.025 -4.245
H 1.638 2.573 -0.240
H 3.860 3.244 0.373
H -4.262 0.386 3.583
H 1.617 1.865 1.659
H 5.978 -0.091 -4.106
H -1.542 4.757 -0.129
H 2.617 3.552 -3.723
H 1.914 -0.821 -2.037
H -1.213 -0.740 0.906
H -3.821 -1.650 -1.230
H -2.646 -7.429 -0.210
H 0.722 -0.063 -0.614
H -4.014 -1.205 0.473
H -3.291 1.311 4.748
H -2.249 -0.671 3.788
H 6.306 2.029 -5.359
H -4.188 -4.006 -0.812
H 4.523 2.847 -1.218
H 4.046 1.540 -0.093
H 0.415 -4.051 2.899
H -0.689 -2.357 3.429
H -3.277 4.393 -0.123
H -1.254 1.010 5.280
H 1.223 0.720 2.972
H -2.196 3.627 -1.317
H -3.959 3.070 1.710
H 4.633 3.821 -5.191
H 1.014 -5.145 1.644
```

Output
net charge = +1
orbital gap = 5.86 eV
calculated total energy = -36105.5869 eV


Record 3
DFT (wB97M-V/def2-TZVPD) results for 6 unconnected molecules or ions with the total composition C32H75BN11O10.

Geometry as XYZ:
```
129
C32H75BN11O10 | the Open Molecules 2025 dataset | wB97M-V/def2-TZVPD
O 5.381 3.353 -2.343
O -11.066 -1.548 3.700
O 8.591 6.314 -4.775
O -3.171 -3.564 1.244
O -0.802 -3.456 -4.126
O -1.566 -9.199 1.927
O -12.708 2.563 0.877
O 7.552 4.329 0.613
O -5.964 3.314 0.815
O 0.373 -8.319 1.202
N -9.406 -1.985 5.178
N 9.334 6.816 -6.853
N -12.276 0.861 2.320
N -11.218 0.968 0.273
N -11.616 -1.988 5.850
N 10.663 5.630 -5.384
N 5.544 4.234 1.647
N -1.141 -3.327 -1.771
N 7.391 4.380 -2.624
N 5.512 5.244 -3.599
N 6.916 6.081 1.904
C 1.001 -0.892 -2.411
C -0.766 -9.056 1.057
C -0.464 -0.848 -1.932
C -5.257 2.096 0.831
C 4.321 0.655 -1.076
C -1.976 -0.781 0.961
C 3.280 -0.430 -1.347
C -1.952 -1.944 -0.021
C 10.088 0.957 1.719
C -1.956 -3.382 0.537
C 1.918 0.145 -1.734
C 0.427 -7.122 0.407
C 9.475 6.256 -5.619
C -10.718 -1.822 4.839
C -0.796 -3.732 1.470
C -3.206 -2.767 -3.464
C 7.727 1.000 0.736
C -1.960 -4.153 -0.798
C -3.389 -0.256 1.214
C 0.613 -5.924 1.333
C -3.403 0.951 2.146
C -0.818 -2.012 -1.030
C -8.147 2.364 1.534
C 9.136 0.413 0.637
C 5.484 0.102 -0.237
C 6.727 4.849 1.341
C -7.064 3.420 1.707
C -4.767 1.637 2.207
C 6.057 4.259 -2.821
C -0.689 -5.239 1.799
C -12.113 1.534 1.148
C 6.852 0.762 -0.505
B -1.735 -3.175 -3.192
H 0.164 -3.396 1.077
H -7.757 1.350 1.433
H 6.247 6.524 2.503
H -1.633 -5.190 -0.789
H 6.069 5.973 -4.008
H 3.860 1.504 -0.564
H 10.045 6.784 -7.558
H 7.252 0.536 1.608
H -3.432 -4.493 1.251
H -10.717 0.122 0.465
H -4.390 2.265 0.185
H 10.933 1.486 1.279
H -2.638 1.675 1.849
H -0.960 -3.184 2.397
H -3.976 -1.062 1.664
H 4.726 1.031 -2.015
H -3.305 -1.678 -3.526
H -6.729 3.462 2.749
H -0.258 -3.820 -1.911
H 4.846 4.640 2.239
H 1.128 -6.320 2.208
H -0.840 -9.557 0.078
H 1.432 0.539 -0.836
H -1.544 -5.790 1.392
H 7.397 0.080 -1.164
H 4.526 5.208 -3.773
H 9.577 1.658 2.380
H 1.420 -1.889 -2.232
H 11.400 5.574 -6.060
H 6.709 1.696 -1.050
H -0.771 -5.352 2.878
H -8.804 2.586 0.696
H 9.553 0.624 -0.351
H -11.082 1.438 -0.602
H 1.253 -7.214 -0.299
H 2.061 0.991 -2.410
H 1.029 -0.735 -3.490
H -5.487 0.935 2.642
H 0.092 -2.266 -0.483
H -3.168 0.592 3.152
H -0.793 -2.880 -4.901
H -12.587 -1.879 5.625
H -3.865 -0.036 0.253
H -12.935 1.245 2.971
H 10.502 0.161 2.337
H -2.873 -1.905 -0.622
H 1.306 -5.215 0.872
H -1.155 -0.751 -2.775
H 10.795 5.211 -4.482
H -7.492 4.398 1.491
H 7.775 6.552 1.693
H -1.533 -1.073 1.916
H -5.849 1.306 0.351
H 9.080 -0.674 0.730
H 7.805 2.066 0.946
H -3.505 -3.163 -4.436
H -3.001 -4.156 -1.117
H 5.375 3.341 1.221
H 8.471 7.286 -7.049
H -3.930 -3.107 -2.726
H -9.100 -2.212 6.105
H 3.154 -1.026 -0.435
H 7.848 3.705 -2.040
H -4.731 2.488 2.887
H 3.644 -1.074 -2.152
H -8.727 -1.868 4.451
H -11.354 -2.215 6.790
H -1.373 0.048 0.582
H -0.502 -7.047 -0.171
H -8.775 2.372 2.427
H -0.609 0.052 -1.332
H -11.783 0.016 2.559
H 7.910 5.142 -3.026
H 5.222 0.130 0.826
H 5.586 -0.962 -0.481
```

Output
net charge = +1
orbital gap = 7.94 eV
calculated total energy = -71943.7864 eV